19
Properties=species:S:1:pos:R:3:forces:R:3:nbo_charge:R:1 method="wB97M-V/def2-TZVPD" orbital_gap_ev=10.747 max_force_ev_per_a=1.95 smiles="CC(=O)O.C=NCC" multiplicity=1
C -1.807372 -1.416178 0.793881 0.804 0.076 0.127 -0.61
C -0.400164 -1.972786 0.567911 0.671 0.721 1.362 -0.24
C 1.432445 -0.614471 1.064079 -0.645 -0.044 -0.738 -0.08
N 0.560832 -0.910816 0.173541 0.231 -0.490 1.511 -0.41
H -2.424302 -2.216544 1.108796 -0.758 -0.957 0.331 0.21
H -1.791572 -0.715562 1.625360 0.072 0.250 -0.046 0.20
H -2.297667 -0.965700 -0.050438 0.148 0.299 -0.540 0.21
H -0.337183 -2.755010 -0.165246 -0.267 -0.284 -0.520 0.20
H -0.077745 -2.433636 1.556757 -0.237 0.379 -0.962 0.16
H 1.460813 -1.101403 2.078404 0.105 0.378 -0.875 0.15
H 2.135756 0.181593 0.778320 -0.100 -0.400 0.567 0.21
O 2.055355 1.961626 -0.569231 -1.653 -0.499 -0.887 -0.62
C 1.014955 1.706201 -1.163610 0.897 0.416 -0.718 0.82
O 1.015861 0.988537 -2.354662 0.880 0.956 1.108 -0.69
C -0.361211 2.250270 -0.765209 -0.457 -0.740 -1.748 -0.73
H 1.972671 0.849996 -2.580305 -1.077 0.042 0.395 0.49
H -1.195094 1.718966 -1.303098 0.968 0.122 0.722 0.24
H -0.510709 3.295609 -1.091611 0.621 -0.325 0.354 0.24
H -0.445670 2.149315 0.296365 -0.202 0.100 0.559 0.24